{
  "formula": "C4H8OS2",
  "method": "the ωB97M-V functional and the def2-TZVPD basis",
  "elements": ["O", "C", "C", "S", "C", "C", "S", "H", "H", "H", "H", "H", "H", "H", "H"],
  "xyz": [[0.055, -1.685, -0.711], [-0.629, -0.653, 0.048], [-0.546, 0.783, -0.514], [-0.084, 0.959, -2.242], [0.420, 1.126, 0.589], [0.017, -0.103, 1.353], [1.327, -1.201, 1.923], [0.448, -1.200, -1.574], [-1.595, -1.057, 0.279], [-1.452, 1.335, -0.324], [-1.260, 0.451, -3.014], [1.352, 0.804, 0.194], [0.568, 2.209, 0.917], [-0.593, -0.054, 2.290], [1.971, -1.715, 0.785]],
  "e_homo_ev": -8.89,
  "multiplicity": 1,
  "orbital_gap_ev": 9.33,
  "smiles": "O[C@@H]1[C@H](S)C[C@@H]1S",
  "de_lowest_kj_mol": 205.5
}